--- w ---
Formula: C3H10NO
Source: OMol25
Level of theory: the ωB97M-V functional and the def2-TZVPD basis

Structure (ORCA input):
```
! wB97M-V def2-TZVPD RIJCOSX def2/J DEFGRID3
* xyz -1 1
N -0.13 2.26 1.42
C 0.53 0.96 1.53
O 0.30 0.25 0.36
H -1.11 2.04 1.28
H 0.21 2.65 0.53
H 1.61 1.10 1.77
H -0.01 0.50 2.43
C -0.65 -1.09 -1.90
C 0.06 -2.24 -1.22
H -1.06 -1.38 -2.90
H 0.06 -0.25 -2.04
H -1.45 -0.75 -1.27
H 0.72 -2.80 -1.90
H 0.63 -1.83 -0.36
H -0.65 -2.98 -0.84
*
```

Orbital gap in Ha: 0.255

--- x ---
Formula: C3H10NO
Source: OMol25
Level of theory: the ωB97M-V functional and the def2-TZVPD basis

Structure (ORCA input):
```
! wB97M-V def2-TZVPD RIJCOSX def2/J DEFGRID3
* xyz -1 1
C -1.67 0.46 1.95
O -1.76 -0.22 0.76
H -0.61 0.71 2.22
H -2.00 -0.19 2.78
H -2.21 1.42 1.89
C 1.04 -1.36 -0.70
N 0.86 -0.01 -0.22
C 0.77 0.92 -1.35
H 1.83 -1.91 -0.17
H 1.31 -1.36 -1.77
H 0.19 -2.05 -0.68
H -0.09 0.13 0.24
H 1.64 0.81 -2.00
H -0.09 0.71 -2.02
H 0.79 1.94 -0.94
*
```

Orbital gap in Ha: 0.247

Which structure loses on stability? x does.

--- w ---
Formula: C3H3Br9
Source: OMol25
Level of theory: the ωB97M-V functional and the def2-TZVPD basis

Structure (ORCA input):
```
! wB97M-V def2-TZVPD RIJCOSX def2/J DEFGRID3
* xyz 0 1
C 13.10 8.42 -13.30
Br 11.96 9.96 -13.72
Br 12.50 7.49 -11.69
Br 14.94 9.03 -13.14
H 13.02 7.78 -14.17
C 13.97 0.50 -9.78
Br 13.86 2.39 -9.28
Br 13.99 -0.57 -8.15
Br 15.54 0.21 -10.92
H 13.05 0.26 -10.29
C 13.41 3.46 -13.10
Br 12.60 4.85 -14.22
Br 15.31 3.24 -13.54
Br 12.47 1.77 -13.44
H 13.32 3.76 -12.07
*
```

Orbital gap in Ha: 0.365

--- x ---
Formula: C3H3Br9
Source: OMol25
Level of theory: the ωB97M-V functional and the def2-TZVPD basis

Structure (ORCA input):
```
! wB97M-V def2-TZVPD RIJCOSX def2/J DEFGRID3
* xyz 0 1
C 13.18 -16.51 7.34
Br 14.58 -15.21 7.08
Br 12.13 -16.02 8.97
Br 14.14 -18.30 7.48
H 12.49 -16.42 6.50
C 10.43 -12.18 6.03
Br 11.40 -13.94 5.82
Br 9.39 -11.82 4.39
Br 11.70 -10.83 6.77
H 9.77 -12.39 6.87
C 6.14 -13.54 5.53
Br 4.54 -13.77 4.42
Br 7.25 -15.22 5.40
Br 5.45 -13.05 7.30
H 6.63 -12.64 5.15
*
```

Orbital gap in Ha: 0.341

Which structure loses on stability? x does.

--- w ---
Formula: C3H5ClS
Source: OMol25
Level of theory: the ωB97M-V functional and the def2-TZVPD basis

Structure (ORCA input):
```
! wB97M-V def2-TZVPD RIJCOSX def2/J DEFGRID3
* xyz 0 1
C -0.67 1.04 -0.43
C -0.13 -0.28 0.05
C 1.27 -0.84 0.47
H 0.02 1.52 -1.08
H -1.57 0.92 -1.03
H -1.03 1.76 0.40
H -0.58 -0.33 1.08
H 1.15 -1.28 1.52
S 2.52 -0.78 -0.53
Cl -0.99 -1.73 -0.44
*
```

SMILES: C[C@@H](Cl)C=S
Orbital gap in Ha: 0.311

--- x ---
Formula: C3H5ClS
Source: OMol25
Level of theory: the ωB97M-V functional and the def2-TZVPD basis

Structure (ORCA input):
```
! wB97M-V def2-TZVPD RIJCOSX def2/J DEFGRID3
* xyz 0 1
C -1.52 -1.90 1.07
C -0.38 -1.39 0.55
C 0.69 1.92 -0.55
S 1.22 2.56 -1.97
Cl 0.47 -2.35 -0.62
H -1.92 -2.79 0.66
H -2.19 -1.43 1.72
H 1.32 2.25 0.35
H 0.06 -0.45 0.58
H 2.25 3.58 -1.81
*
```

Orbital gap in Ha: 0.328

--- y ---
Formula: C3H5ClS
Source: OMol25
Level of theory: the ωB97M-V functional and the def2-TZVPD basis

Structure (ORCA input):
```
! wB97M-V def2-TZVPD RIJCOSX def2/J DEFGRID3
* xyz 0 1
C 0.29 0.78 0.02
C 1.12 -0.06 -0.83
C -1.05 -0.33 0.97
S 0.01 2.32 0.30
Cl -1.84 -1.27 -0.29
H 1.36 -1.01 -0.38
H 0.43 -0.10 -1.63
H 2.05 0.25 -1.20
H -1.91 0.33 1.28
H -0.47 -0.92 1.76
*
```

Orbital gap in Ha: 0.306

Which structure loses on stability? x does.

--- w ---
Formula: C5H10O2
Source: OMol25
Level of theory: the ωB97M-V functional and the def2-TZVPD basis

Structure (ORCA input):
```
! wB97M-V def2-TZVPD RIJCOSX def2/J DEFGRID3
* xyz 1 2
C -0.66 1.41 -2.01
C -1.06 0.94 -0.70
C -0.50 -0.20 -0.09
O 0.53 -0.80 -0.65
C -0.90 -0.65 1.21
C -1.54 0.14 2.09
H -1.55 1.37 -2.66
H 0.10 0.84 -2.54
H -0.45 2.49 -1.94
H -1.95 1.41 -0.29
H 1.34 -0.53 -0.13
H -0.72 -1.71 1.38
H -1.80 1.16 1.91
H -1.65 -0.22 3.10
H 3.72 -0.09 0.54
H 3.26 -1.51 0.10
O 2.94 -0.66 0.43
*
```

Orbital gap (alpha / beta) in Ha: 0.353 / 0.302

--- x ---
Formula: C5H10O2
Source: OMol25
Level of theory: the ωB97M-V functional and the def2-TZVPD basis

Structure (ORCA input):
```
! wB97M-V def2-TZVPD RIJCOSX def2/J DEFGRID3
* xyz 1 2
C -2.04 -1.50 -0.48
C 0.43 2.38 -1.86
C 0.54 1.16 -1.19
O 1.69 0.55 -1.04
C -0.59 0.54 -0.60
C -0.77 -0.80 -0.71
H -2.86 -0.94 -0.04
H -2.38 -1.92 -1.43
H -1.90 -2.36 0.18
H 1.18 2.78 -2.52
H -0.51 2.92 -1.84
H 2.43 1.02 -1.46
H -1.37 1.20 -0.22
H 0.07 -1.44 -0.98
H 1.29 -1.13 4.58
H -0.20 -1.28 4.42
O 0.61 -1.81 4.54
*
```

Orbital gap (alpha / beta) in Ha: 0.341 / 0.224

Which structure loses on stability? x does.

--- w ---
Formula: C3H10NO
Source: OMol25
Level of theory: the ωB97M-V functional and the def2-TZVPD basis

Structure (ORCA input):
```
! wB97M-V def2-TZVPD RIJCOSX def2/J DEFGRID3
* xyz 0 2
O 0.52 1.74 0.91
C -0.85 1.32 0.43
C -0.89 -0.05 -0.33
N 0.39 -0.40 -0.77
C 1.00 -1.61 -0.18
H 0.56 2.11 1.85
H -1.06 2.11 -0.19
H -1.52 1.53 1.27
H -1.44 -0.80 0.37
H -1.54 -0.03 -1.22
H 0.28 -0.41 -1.74
H 1.02 0.33 -0.42
H 0.34 -2.40 -0.46
H 2.01 -1.60 -0.37
H 1.16 -1.85 0.87
*
```

Orbital gap (alpha / beta) in Ha: 0.144 / 0.417

--- x ---
Formula: C3H10NO
Source: OMol25
Level of theory: the ωB97M-V functional and the def2-TZVPD basis

Structure (ORCA input):
```
! wB97M-V def2-TZVPD RIJCOSX def2/J DEFGRID3
* xyz 0 2
C 1.14 1.46 -2.20
O 1.52 1.39 -0.77
H 0.16 1.00 -2.25
H 1.29 2.48 -2.52
H 1.85 0.80 -2.70
H 2.09 2.16 -0.71
C -0.86 -1.56 1.68
C -0.86 -2.18 0.46
N -0.85 -0.05 1.69
H -0.97 -1.91 2.69
H -1.45 -3.06 0.17
H -0.72 -1.61 -0.47
H -0.32 0.25 0.86
H -1.71 0.55 1.62
H -0.32 0.29 2.46
*
```

Orbital gap (alpha / beta) in Ha: 0.168 / 0.310

Which structure loses on stability? w does.

--- w ---
Formula: C5H13N2O
Source: OMol25
Level of theory: the ωB97M-V functional and the def2-TZVPD basis

Structure (ORCA input):
```
! wB97M-V def2-TZVPD RIJCOSX def2/J DEFGRID3
* xyz 0 2
C 1.96 0.10 -0.43
C 1.43 -0.81 0.64
C -0.05 -1.19 0.46
C -0.97 -0.23 1.13
N -1.12 1.32 0.46
C -2.29 0.40 0.59
N 1.53 1.56 -0.17
H 3.06 0.08 -0.50
H 1.62 -0.31 -1.38
H 2.01 -1.73 0.81
H 1.59 -0.32 1.58
H -0.37 -2.25 0.47
H -1.00 -0.13 2.21
H -2.89 -0.03 -0.16
H -2.91 0.69 1.42
H 0.61 1.57 0.51
H 2.27 2.09 0.22
H -0.76 -0.83 -1.74
H -1.61 -1.19 -3.02
H -1.04 1.72 -0.54
O -1.07 -0.49 -2.57
*
```

Orbital gap (alpha / beta) in Ha: 0.349 / 0.295

--- x ---
Formula: C5H13N2O
Source: OMol25
Level of theory: the ωB97M-V functional and the def2-TZVPD basis

Structure (ORCA input):
```
! wB97M-V def2-TZVPD RIJCOSX def2/J DEFGRID3
* xyz 0 2
C -0.60 -0.66 -1.23
N -1.70 -0.78 -0.24
C -2.25 0.40 0.34
O -1.29 1.29 0.94
C 0.85 -0.60 -0.60
C 1.69 0.45 -1.38
N 0.91 -0.50 0.81
C 2.06 0.09 1.45
H -0.55 -1.45 -1.96
H -0.81 0.29 -1.74
H -1.44 -1.56 0.34
H -3.05 0.07 1.02
H -2.72 1.03 -0.41
H 1.26 -1.59 -0.91
H 1.25 1.44 -1.19
H 1.74 0.29 -2.45
H 2.70 0.47 -0.98
H -0.59 0.65 1.17
H 2.05 1.17 1.22
H 3.09 -0.26 1.27
H 1.92 -0.02 2.53
*
```

Orbital gap (alpha / beta) in Ha: 0.361 / 0.303

--- y ---
Formula: C5H13N2O
Source: OMol25
Level of theory: the ωB97M-V functional and the def2-TZVPD basis

Structure (ORCA input):
```
! wB97M-V def2-TZVPD RIJCOSX def2/J DEFGRID3
* xyz 0 2
C 1.92 -2.13 -0.87
N 0.92 0.39 -1.63
C 1.30 -0.60 -2.50
N 1.85 -1.72 -2.27
H 2.33 -3.13 -0.78
H 0.93 -2.10 -0.41
H 2.56 -1.43 -0.32
H 0.63 1.23 -2.10
H 0.84 0.23 -0.63
H 1.09 -0.34 -3.54
C -0.89 -0.28 0.89
O 0.44 -0.01 0.96
C -1.69 1.05 0.90
C -1.47 1.85 2.18
H -1.23 -0.82 1.79
H -1.17 -0.89 0.03
H -2.74 0.84 0.73
H -1.35 1.65 0.05
H -1.87 2.86 2.07
H -0.41 1.94 2.41
H -2.00 1.40 3.02
*
```

Orbital gap (alpha / beta) in Ha: 0.346 / 0.229

Which structure loses on stability? w does.